[1]
C3H10O2 | the ωB97M-V functional and the def2-TZVPD basis

Cartesian coordinates (Å):
C  -0.194  1.168  -0.828
C  -0.746  0.134  0.149
C  -0.903  -1.281  -0.310
O  -2.057  0.568  0.559
H  -0.440  2.127  -0.382
H  -0.624  1.115  -1.826
H  0.894  1.122  -0.920
H  -0.086  0.107  1.036
H  -0.008  -1.647  -0.806
H  -1.759  -1.345  -0.999
H  -1.285  -1.882  0.516
H  -1.985  1.344  1.109
O  3.162  -0.497  0.360
H  2.912  -0.366  1.276
H  4.081  -0.788  0.392

The calculation puts the total energy at -270.76443 Ha. As for the molecular weight: 78.111 g mol⁻¹. As for the spin multiplicity: 1. The HOMO energy comes out at -10.126 eV. Its SMILES is CC(C)O.O. As for the frontier orbital gap: 10.804 eV. Its energy above the lowest of the compared OMol25 structures with the same formula, charge and spin is 19.4 kJ/mol.

Results of the Mulliken charge analysis, in e, for atoms 1 through 2:
1 C -1.07
2 C 0.61

---

[2]
C12H17N | the ωB97M-V functional and the def2-TZVPD basis

Cartesian coordinates (Å):
C  -0.213  -2.928  1.148
C  0.087  -1.985  0.074
C  -0.261  -2.185  -1.223
N  0.289  -1.006  -1.890
C  1.136  -0.427  -0.965
C  1.800  0.738  -1.269
C  2.505  1.309  -0.186
C  2.486  0.821  1.109
C  1.771  -0.347  1.499
C  1.073  -0.948  0.380
H  0.578  -3.691  1.228
H  -1.108  -3.449  0.939
H  -0.204  -2.484  2.158
H  -0.602  -3.081  -1.690
H  0.102  -0.681  -2.832
H  1.644  1.457  -2.143
H  2.940  2.300  -0.479
H  3.029  1.410  1.845
H  1.825  -0.662  2.584
C  -2.133  3.186  0.232
C  -2.459  1.682  0.007
C  -3.732  1.138  0.659
H  -2.982  3.846  0.422
H  -1.499  3.414  -0.672
H  -1.559  3.405  1.246
H  -2.561  1.355  -1.063
H  -1.682  0.990  0.367
H  -3.852  1.117  1.736
H  -4.646  1.463  0.267
H  -3.815  0.015  0.527

The calculation puts the total energy at -522.12196 Ha. As for the molecular weight: 175.275 g mol⁻¹. As for the spin multiplicity: 1. The HOMO energy comes out at -7.848 eV. Its SMILES is Cc1c[nH]c2ccccc12.CCC. As for the frontier orbital gap: 8.714 eV. Its energy above the lowest of the compared OMol25 structures with the same formula, charge and spin is 258.1 kJ/mol.

Results of the Mulliken charge analysis, in e, for atoms 1 through 2:
1 C -1.57
2 C 1.16

---

[3]
C34H32CoN4O5S5 | the ωB97M-V functional and the def2-TZVPD basis

Cartesian coordinates (Å):
Co  -0.375  -1.562  1.057
C  1.740  -5.449  1.663
C  1.371  -4.009  1.410
N  0.150  -3.688  1.065
N  -0.621  -4.839  0.921
C  -1.867  -4.838  0.704
S  -3.238  -3.809  0.527
S  -2.553  -6.409  0.139
C  -1.526  -6.503  -1.378
C  -1.680  -5.278  -2.231
C  -0.800  -4.209  -2.084
C  -0.998  -3.030  -2.788
C  -2.067  -2.918  -3.663
C  -2.936  -3.987  -3.832
C  -2.746  -5.158  -3.116
C  2.429  -3.019  1.551
C  3.525  -3.287  2.394
C  4.597  -2.435  2.500
C  4.617  -1.278  1.706
C  3.574  -0.982  0.873
C  2.415  -1.809  0.794
O  1.426  -1.444  0.064
H  1.303  -6.088  0.901
H  1.323  -5.785  2.615
H  2.817  -5.577  1.673
H  -1.859  -7.404  -1.894
H  -0.489  -6.640  -1.073
H  0.030  -4.283  -1.392
H  -0.325  -2.197  -2.630
H  -2.228  -1.995  -4.205
H  -3.774  -3.903  -4.513
H  -3.444  -5.980  -3.225
H  3.514  -4.179  3.007
H  5.408  -2.657  3.181
H  5.463  -0.601  1.764
H  3.559  -0.081  0.273
S  0.181  0.488  2.212
C  -0.003  1.661  0.988
N  0.557  2.915  1.215
C  0.410  3.941  0.210
C  -0.950  3.829  -0.425
N  -1.096  2.510  -0.998
C  -2.168  2.418  -1.976
C  -1.737  2.990  -3.301
C  -0.754  2.325  -4.034
C  -0.318  2.832  -5.245
C  -0.856  4.016  -5.742
C  -1.831  4.682  -5.020
C  -2.267  4.169  -3.804
C  -0.767  1.429  -0.187
S  -1.233  -0.132  -0.681
C  1.794  3.040  1.969
C  1.698  4.124  3.011
C  0.722  4.023  4.003
C  0.606  5.003  4.972
C  1.461  6.101  4.964
C  2.429  6.209  3.981
C  2.544  5.223  3.008
H  1.190  3.849  -0.562
H  0.524  4.917  0.689
H  -1.051  4.569  -1.221
H  -1.735  4.017  0.324
H  -3.059  2.939  -1.602
H  -2.429  1.369  -2.091
H  -0.332  1.410  -3.633
H  0.445  2.306  -5.806
H  -0.512  4.413  -6.689
H  -2.252  5.605  -5.399
H  -3.034  4.689  -3.239
H  2.624  3.253  1.279
H  1.996  2.082  2.445
H  0.057  3.167  3.994
H  -0.153  4.914  5.739
H  1.367  6.868  5.722
H  3.094  7.064  3.965
H  3.300  5.309  2.235
O  -1.487  -2.097  2.895
S  -2.882  -1.790  2.562
O  -3.848  -2.634  3.193
O  -2.793  -2.297  0.915
O  -3.189  -0.405  2.405

The calculation puts the total energy at -5283.85823 Ha. As for the molecular weight: 795.921 g mol⁻¹. As for the spin multiplicity: 5. The HOMO energy (spin up / spin down) comes out at -3.604 / -4.952 eV. Its charge is -1. As for the frontier orbital gap (spin up / spin down): 6.011 / 7.182 eV. Its energy above the lowest of the compared OMol25 structures with the same formula, charge and spin is 14.4 kJ/mol.

Results of the Mulliken charge analysis, in e, for atoms 1 through 2:
1 Co 0.78
2 C -1.58

---

[4]
C21H16Cl2CsN4O3 | the ωB97M-V functional and the def2-TZVPD basis

Cartesian coordinates (Å):
Cs  -0.773  0.448  -0.677
Cl  6.718  -0.536  -0.153
C  5.003  -0.798  0.002
C  4.133  0.007  -0.718
C  2.748  -0.138  -0.629
N  1.896  0.593  -1.436
C  1.482  1.817  -1.265
O  0.645  2.385  -1.999
C  1.925  2.501  0.016
C  3.227  2.967  0.195
C  3.612  3.426  1.439
C  2.685  3.413  2.473
C  1.408  2.961  2.195
N  1.025  2.519  1.000
C  2.233  -1.170  0.201
C  3.127  -1.969  0.908
C  4.499  -1.790  0.822
Cl  5.552  -2.819  1.750
N  0.860  -1.345  0.382
C  0.306  -2.478  0.014
O  0.751  -3.428  -0.655
C  -1.115  -2.696  0.509
C  -1.294  -3.624  1.540
C  -2.569  -3.982  1.921
C  -3.647  -3.424  1.242
C  -3.375  -2.522  0.233
N  -2.147  -2.143  -0.130
H  4.540  0.753  -1.386
H  3.915  2.956  -0.639
H  4.623  3.774  1.614
H  2.949  3.744  3.469
H  0.645  2.954  2.968
H  2.729  -2.753  1.539
H  -0.422  -4.056  2.013
H  -2.729  -4.697  2.719
H  -4.668  -3.686  1.488
H  -4.190  -2.081  -0.330
C  -4.810  0.247  -1.990
C  -4.379  1.665  -1.698
C  -4.608  2.661  -2.810
O  -3.859  1.971  -0.652
H  -5.764  0.221  -2.516
H  -4.879  -0.308  -1.059
H  -4.058  -0.228  -2.626
H  -5.612  2.562  -3.222
H  -3.893  2.454  -3.610
H  -4.447  3.675  -2.451

The calculation puts the total energy at -2195.20618 Ha. As for the molecular weight: 576.195 g mol⁻¹. As for the spin multiplicity: 1. The HOMO energy comes out at -4.185 eV. Its charge is -1. As for the frontier orbital gap: 6.118 eV. Its energy above the lowest of the compared OMol25 structures with the same formula, charge and spin is 130.3 kJ/mol.

Results of the Mulliken charge analysis, in e, for atoms 1 through 2:
1 Cs 1.19
2 Cl -0.27